A molecular structure, C32H28N9O2Se2Sn. Source: OMol25; level of theory: ωB97M-V with the def2-TZVPD basis set.

Output
Kohn-Sham gap	7.1	eV
electronic energy	-6895.71018	Eh
net charge	+3

Each line ends with the Löwdin charge.
Positions of all 74 atoms, in Å:
Sn: -0.049 0.371 -0.325  1.471
C: -0.104 3.711 -1.153  -0.086
N: -0.458 2.901 0.031  -0.108
C: -1.857 3.102 0.436  -0.107
C: -2.737 2.189 -0.352  -0.320
N: -2.381 0.960 -0.667  0.011
C: -3.492 0.376 -1.275  -0.211
C: -3.708 -0.918 -1.743  -0.012
C: -4.953 -1.206 -2.261  -0.052
C: -5.964 -0.236 -2.333  -0.043
C: -5.768 1.049 -1.869  0.017
C: -4.519 1.327 -1.329  -0.162
N: -3.992 2.466 -0.736  0.203
C: 0.936 3.011 -1.961  -0.304
N: 1.061 1.702 -1.923  -0.026
C: 2.067 1.372 -2.827  -0.229
C: 2.585 0.131 -3.186  -0.018
C: 3.575 0.121 -4.147  -0.052
C: 4.052 1.308 -4.721  -0.044
C: 3.550 2.544 -4.365  0.016
C: 2.538 2.553 -3.412  -0.160
N: 1.792 3.572 -2.829  0.205
H: 0.226 4.715 -0.872  0.149
H: -0.994 3.818 -1.779  0.148
H: 0.137 3.178 0.806  0.131
H: -2.180 4.141 0.328  0.144
H: -1.948 2.831 1.491  0.144
H: -2.929 -1.667 -1.676  0.086
H: -5.168 -2.204 -2.617  0.116
H: -6.923 -0.505 -2.753  0.123
H: -6.548 1.797 -1.915  0.128
H: -4.487 3.336 -0.605  0.188
H: 2.211 -0.774 -2.721  0.103
H: 3.995 -0.821 -4.474  0.117
H: 4.836 1.251 -5.463  0.123
H: 3.927 3.456 -4.808  0.128
H: 1.879 4.553 -3.046  0.188
Se: 0.613 -3.623 1.637  1.178
Se: 2.708 -3.407 0.556  0.886
C: 3.418 -1.771 1.330  -0.643
C: 4.426 -1.866 2.275  -0.069
C: 5.006 -0.681 2.711  -0.013
C: 4.574 0.514 2.161  -0.015
C: 3.565 0.486 1.207  -0.130
N: 2.981 -0.639 0.798  0.014
C: -0.270 -4.132 -0.038  -0.544
C: -0.514 -5.472 -0.255  -0.051
C: -0.933 -5.824 -1.536  -0.001
C: -1.093 -4.834 -2.488  0.004
C: -0.849 -3.512 -2.132  -0.107
N: -0.421 -3.166 -0.918  0.035
H: 4.756 -2.828 2.641  0.117
H: 5.794 -0.699 3.452  0.132
H: 5.022 1.452 2.456  0.124
H: 3.211 1.396 0.734  0.108
H: -0.387 -6.215 0.522  0.126
H: -1.118 -6.863 -1.775  0.136
H: -1.395 -5.082 -3.497  0.130
H: -0.975 -2.700 -2.840  0.120
O: 0.042 -1.904 1.726  -0.516
N: 0.253 -1.506 3.045  0.045
N: 0.243 -0.253 3.177  -0.215
O: 0.136 0.622 2.269  -0.174
C: 0.357 0.193 4.542  -0.176
C: 1.075 1.355 4.796  -0.008
C: 1.169 1.808 6.098  -0.041
C: 0.531 1.118 7.124  -0.027
C: -0.197 -0.033 6.851  -0.034
C: -0.284 -0.510 5.557  0.001
H: 1.562 1.879 3.985  0.112
H: 1.739 2.699 6.321  0.121
H: 0.599 1.483 8.139  0.126
H: -0.712 -0.553 7.646  0.125
H: -0.871 -1.386 5.319  0.120